17
Properties=species:S:1:pos:R:3:nbo_charge:R:1 method="wB97M-V/def2-TZVPD" e_tot_ha=-548.89929 de_lowest_kcal_mol=6.5 homo_energy_ev=-8.388 homo_lumo_gap_ha=0.331
C -0.73000 -0.42934 0.32889 0.412
C -0.98409 -1.85298 0.57420 -0.699
C 1.76153 0.10803 -0.90679 -0.667
C -1.41007 1.80267 -0.27313 -0.427
C 1.16557 0.05593 0.46844 -0.391
N -1.56102 0.41524 0.00454 -0.454
I 2.17637 -1.34847 1.74542 0.064
H -2.02211 -2.08993 0.34849 0.237
H -0.78377 -2.08951 1.61790 0.242
H -0.32451 -2.46294 -0.04069 0.232
H 1.72796 -0.86805 -1.38912 0.216
H 1.20719 0.81674 -1.51957 0.219
H 2.80440 0.42857 -0.86455 0.217
H -2.22442 2.32652 0.22837 0.212
H -1.52991 1.94844 -1.34781 0.211
H -0.45508 2.23181 0.03742 0.176
H 1.18194 1.00726 0.98799 0.201

13
Properties=species:S:1:pos:R:3:nbo_charge:R:1 method="wB97M-V/def2-TZVPD" e_tot_ha=-393.64509 de_lowest_kcal_mol=98.3 homo_energy_ev="-8.540 / -8.932" homo_lumo_gap_ha="0.308 / 0.324"
C -1.02215 -0.04818 -1.18958 -0.474
C -1.55713 -0.00112 0.26614 -0.471
C 1.07636 -0.68822 0.52051 0.064
C 1.67856 0.69985 0.58756 0.239
C -0.36297 -0.77395 -0.10906 0.083
F 1.89516 -1.50298 -0.10182 -0.326
F 2.00905 1.33258 -0.54332 -0.336
H -1.54735 -0.62993 -1.96894 0.240
H -0.38634 0.76526 -1.49956 0.224
H -1.37913 0.75439 0.90827 0.210
H -2.51350 -0.49735 0.39615 0.228
H 0.94162 -0.99468 1.55810 0.178
H 1.16782 1.58433 1.17554 0.140

19
Properties=species:S:1:pos:R:3:nbo_charge:R:1 method="wB97M-V/def2-TZVPD" e_tot_ha=-469.52745 de_lowest_kcal_mol=69.7 homo_energy_ev=-8.535 homo_lumo_gap_ha=0.337
C 0.65870 1.13501 -1.61432 0.574
C -0.77827 1.23624 0.38875 -0.204
C -0.62024 -0.19874 0.89432 -0.013
C -1.02195 -1.29053 0.42706 -0.014
C 0.39809 -1.68352 2.08277 0.198
H -0.10518 -0.12909 -3.25806 0.385
H -1.10284 0.41646 -2.21242 0.358
H 2.33517 1.87884 -1.69941 0.335
H 0.64780 2.67918 -0.07020 0.414
H -1.75158 1.24629 0.04231 0.176
H -0.72723 1.72856 1.63216 0.217
H -1.83184 -1.59699 -0.49043 0.205
H -0.77307 -3.51166 0.83877 0.439
H 0.86941 -2.22106 2.77869 0.183
N -0.24123 0.28648 -2.10657 -0.791
N 1.73003 1.35740 -2.14445 -0.751
N 0.28951 1.73449 -0.39694 -0.671
N -0.58020 -2.35689 1.18366 -0.614
N 0.31922 -0.40452 1.94533 -0.426

89
Properties=species:S:1:pos:R:3:lowdin_spin:R:1 method="wB97M-V/def2-TZVPD" charge=+1 multiplicity=4 e_tot_ha=-4805.42543 de_lowest_kcal_mol=15.0 homo_energy_ev="-9.404 / -10.245" s2=3.7591 homo_lumo_gap_ha="0.232 / 0.263"
V 8.06340 -18.94195 1.58273 2.770
C 2.94710 -16.95722 -3.35433 0.000
C 3.90306 -17.66314 -2.32899 0.002
C 3.98400 -19.02202 -2.26938 0.004
C 4.77185 -19.63673 -1.32933 0.002
C 4.83331 -21.03392 -1.35539 0.005
N 5.61611 -21.79559 -0.65780 0.005
C 5.71646 -23.24334 -0.88552 0.000
C 7.05695 -23.88568 -0.60315 0.000
C 8.32127 -23.74168 -1.46552 0.000
N 8.47400 -22.36129 -1.96999 0.000
C 9.11283 -21.33820 -1.49638 0.001
C 10.15177 -21.28787 -0.54006 0.001
C 10.96932 -22.38947 -0.12115 0.005
C 11.72828 -22.20646 1.03094 -0.001
C 12.16072 -23.36848 1.90149 0.000
C 11.72052 -20.85458 1.56637 0.005
C 10.93846 -19.83261 1.27361 0.007
C 10.97537 -18.59657 2.02606 0.027
N 9.90047 -17.96083 2.35223 -0.001
C 9.94294 -16.75488 3.26850 0.001
C 8.59552 -16.05671 3.12529 0.004
C 8.13824 -15.73120 1.69207 0.003
N 7.31597 -16.80812 1.15083 0.002
C 6.36072 -16.52409 0.33968 0.018
C 5.62889 -17.45902 -0.52735 0.002
C 4.70720 -16.95754 -1.46592 0.002
C 5.60343 -18.86912 -0.46571 0.005
O 6.43522 -19.46962 0.30414 0.020
C 10.07602 -20.01775 0.11263 0.008
O 9.21118 -19.12170 -0.17322 0.038
H 3.37060 -17.07790 -4.35242 0.000
H 1.84300 -17.28839 -3.38417 0.000
H 2.90418 -15.90824 -3.08081 0.000
H 3.34028 -19.63280 -2.93693 0.000
H 4.20487 -21.56329 -2.08991 0.000
H 6.08524 -21.36378 0.12231 0.001
H 4.98608 -23.74355 -0.22094 0.000
H 5.37196 -23.36902 -1.90961 0.000
H 7.28992 -23.56435 0.46567 0.000
H 6.92209 -24.95206 -0.55288 0.000
H 9.17587 -23.91237 -0.83390 0.000
H 8.26144 -24.42825 -2.26741 0.000
H 7.81409 -22.12247 -2.70946 0.000
H 8.74223 -20.32401 -1.74461 0.000
H 11.03416 -23.31589 -0.67764 0.000
H 13.17364 -23.22968 2.33174 0.000
H 11.50536 -23.52623 2.76545 0.000
H 12.17955 -24.24005 1.28746 0.000
H 12.47157 -20.72815 2.34771 0.000
H 11.90943 -18.36460 2.53643 0.001
H 10.05325 -17.13970 4.25262 0.000
H 10.79007 -16.07746 3.01078 0.000
H 7.75906 -16.62034 3.65081 0.002
H 8.72501 -15.14702 3.66146 0.000
H 7.62559 -14.80490 1.72392 0.000
H 8.97128 -15.67237 0.98623 0.000
H 6.05571 -15.50740 0.17829 0.000
H 4.59906 -15.87708 -1.45951 0.000
S 7.68506 -19.30205 4.36705 0.005
P 6.89552 -20.80880 3.46324 0.020
S 7.95286 -21.54329 1.94999 0.016
C 6.49602 -22.14532 4.62396 0.005
C 7.30844 -23.21542 4.88106 0.000
C 6.82467 -24.32210 5.56756 0.000
C 5.60558 -24.32476 6.20159 0.000
C 4.83189 -23.16437 6.06450 0.000
C 5.28063 -22.07390 5.31398 0.000
C 5.16841 -20.22364 2.97903 0.005
C 4.69290 -18.96682 3.15113 0.004
C 3.38841 -18.57642 2.70426 0.001
C 2.62769 -19.49890 2.06179 0.001
C 3.02845 -20.79552 1.86467 0.001
C 4.29072 -21.17107 2.34468 0.001
H 8.21304 -23.21276 4.34673 0.000
H 7.55922 -25.15690 5.63278 0.000
H 5.20050 -25.13621 6.74481 0.000
H 3.89338 -22.99146 6.61519 0.000
H 4.68901 -21.15560 5.33851 0.000
H 5.24460 -18.25415 3.77967 0.000
H 3.02761 -17.58077 2.83746 0.000
H 1.70833 -19.22749 1.64031 0.000
H 2.41244 -21.53188 1.37240 0.000
H 4.57714 -22.22292 2.25121 0.000
Cl 9.10754 -18.99534 -4.39790 0.000
C 7.39252 -18.73054 -4.03915 0.000
Cl 6.52577 -20.30609 -4.16586 0.000
H 6.92153 -18.03214 -4.70908 0.000
H 7.25330 -18.32336 -3.07130 0.000

11
Properties=species:S:1:pos:R:3:nbo_charge:R:1 method="wB97M-V/def2-TZVPD" e_tot_ha=-371.68581 de_lowest_kcal_mol=51.8 homo_energy_ev=-8.828 homo_lumo_gap_ha=0.359
C 1.45704 1.27100 -0.09656 -0.466
C 0.85081 0.13928 0.08244 -0.203
C -1.41278 0.21605 0.00425 0.858
N -1.89943 -1.06562 0.10761 -0.886
F -1.78013 1.01468 1.01554 -0.335
F -1.66063 0.89451 -1.15711 -0.359
H 2.54124 1.33619 -0.11865 0.203
H 0.93253 2.20111 -0.23124 0.216
H 1.12520 -0.87973 0.21560 0.189
H -2.84134 -1.14106 0.47687 0.388
H -1.76682 -1.61283 -0.73033 0.396

13
Properties=species:S:1:pos:R:3:nbo_charge:R:1 method="wB97M-V/def2-TZVPD" e_tot_ha=-3240.84399 de_lowest_kcal_mol=69.6 homo_energy_ev=-9.246 homo_lumo_gap_ha=0.318
C -1.22836 -0.18457 0.25115 -0.198
C -0.30855 0.68873 -0.06104 -0.015
C -0.03457 2.07383 -0.00146 0.349
C -0.77624 -1.60391 0.39924 -0.535
C 1.29741 -0.44563 -0.72143 -0.527
O 0.58651 2.72873 -0.78090 -0.477
S 0.38744 -1.92741 -0.96230 0.287
Br 2.74658 -0.30046 0.53236 0.036
H -2.15888 0.27817 0.51210 0.238
H -0.49329 2.66056 0.88808 0.112
H -0.21233 -1.74414 1.26242 0.235
H -1.50560 -2.32214 0.34766 0.232
H 1.69988 0.09824 -1.66586 0.262

13
Properties=species:S:1:pos:R:3:lowdin_spin:R:1 method="wB97M-V/def2-TZVPD" charge=+2 multiplicity=2 e_tot_ha=-190.28676 de_lowest_kcal_mol=49.7 homo_energy_ev="-20.877 / -20.604" s2=0.7536 homo_lumo_gap_ha="0.398 / 0.238"
N -0.46220 0.67892 1.72145 0.002
H -1.24364 0.85180 2.38854 0.000
H -0.44037 0.82291 0.71108 0.002
H -0.34943 -0.36942 1.75040 0.000
H 0.42970 1.09877 2.15292 0.000
C 1.51728 -0.39315 -0.70240 0.460
C 0.29925 -0.41735 -1.33095 0.361
N -1.06803 -0.39677 -0.86478 0.110
H 1.81444 -0.49899 0.30761 0.018
H 2.39707 -0.09532 -1.37220 0.014
H 0.32087 -0.48565 -2.43348 0.009
H -1.57646 0.41803 -1.31390 0.005
H -1.63848 -1.21377 -1.01431 0.019

Repeat the first record exactly.
17
Properties=species:S:1:pos:R:3:nbo_charge:R:1 method="wB97M-V/def2-TZVPD" e_tot_ha=-548.89929 de_lowest_kcal_mol=6.5 homo_energy_ev=-8.388 homo_lumo_gap_ha=0.331
C -0.73000 -0.42934 0.32889 0.412
C -0.98409 -1.85298 0.57420 -0.699
C 1.76153 0.10803 -0.90679 -0.667
C -1.41007 1.80267 -0.27313 -0.427
C 1.16557 0.05593 0.46844 -0.391
N -1.56102 0.41524 0.00454 -0.454
I 2.17637 -1.34847 1.74542 0.064
H -2.02211 -2.08993 0.34849 0.237
H -0.78377 -2.08951 1.61790 0.242
H -0.32451 -2.46294 -0.04069 0.232
H 1.72796 -0.86805 -1.38912 0.216
H 1.20719 0.81674 -1.51957 0.219
H 2.80440 0.42857 -0.86455 0.217
H -2.22442 2.32652 0.22837 0.212
H -1.52991 1.94844 -1.34781 0.211
H -0.45508 2.23181 0.03742 0.176
H 1.18194 1.00726 0.98799 0.201